1.
73
Properties=species:S:1:pos:R:3:mulliken_charge:R:1 method="wB97M-V/def2-TZVPD" smiles="CCOCC[PH3]CC(C)C.CCOC(C)=O.CCOC(C)=O.CCOC(C)=O" energy_ha=-1656.9469 total_charge=0
C -9.60011 2.53628 2.11435 -1.245
C -8.90521 1.54311 1.16223 -0.163
O -8.92707 0.21947 1.68441 -0.365
C -7.66257 -0.42092 1.50314 -0.631
C -7.43734 -0.82766 0.01486 -0.731
P -5.59327 -0.98374 -0.51562 0.400
C -3.80415 -1.23175 -1.08436 -1.259
C -2.92598 0.05430 -1.13499 0.835
C -1.41899 -0.42952 -1.16401 -1.209
C -3.05530 0.97145 0.11135 -1.140
H -10.57447 2.10716 2.40184 0.302
H -9.01208 2.72310 3.02401 0.294
H -9.81279 3.47576 1.58355 0.364
H -7.86341 1.86961 0.98423 0.272
H -9.44047 1.51096 0.19601 0.265
H -6.87159 0.23132 1.91420 0.464
H -7.73002 -1.35202 2.08735 0.311
H -7.98184 -0.17178 -0.69190 0.357
H -7.90853 -1.82263 -0.10597 0.357
H -5.90213 -0.20038 -1.67566 -0.036
H -5.77363 -2.41602 -0.61161 -0.021
H -5.19858 -0.48552 0.76648 -0.102
H -3.85995 -1.61905 -2.12420 0.390
H -3.34930 -2.02533 -0.46578 0.476
H -3.05064 0.61938 -2.07344 0.202
H -1.10209 -0.71701 -2.17531 0.365
H -0.78010 0.33959 -0.70615 0.221
H -1.33030 -1.32625 -0.52641 0.310
H -2.99072 0.41499 1.05652 0.288
H -2.19196 1.66078 0.10977 0.116
H -3.94422 1.62216 0.05163 0.315
C 1.32403 4.15370 1.28494 -1.075
C -0.04303 3.58279 1.59922 -0.378
O 0.01534 2.16613 1.78769 -0.277
C 0.31318 1.57537 2.95542 0.754
C 0.90323 2.39667 4.07052 -1.043
O 0.17781 0.38864 3.06482 -0.543
H 2.02285 3.99908 2.10787 0.278
H 1.25570 5.22407 1.08655 0.385
H 1.74768 3.66034 0.40920 0.301
H -0.51355 4.07022 2.45446 0.357
H -0.70651 3.74073 0.74873 0.348
H 1.99149 2.34130 4.01416 0.225
H 0.57456 1.97229 5.01701 0.330
H 0.58851 3.43821 4.06691 0.357
C 5.10845 -0.35306 -0.33405 -0.217
C 5.68204 -0.97134 0.92224 -0.487
O 5.61081 -0.07099 2.03610 -0.382
C 4.53477 0.04816 2.82419 0.679
C 3.22799 -0.55660 2.38509 -0.681
O 4.61063 0.70011 3.83207 -0.587
H 4.04834 -0.12082 -0.21945 0.169
H 5.22368 -1.03163 -1.18331 -0.133
H 5.61829 0.58587 -0.55960 0.313
H 5.21584 -1.92724 1.16639 0.370
H 6.74293 -1.17301 0.77514 0.326
H 2.65022 0.19714 1.85207 0.004
H 2.67721 -0.86421 3.27130 0.345
H 3.33582 -1.44119 1.76138 0.331
C 9.03089 -2.96351 -4.15163 -0.978
C 7.94016 -3.85229 -3.59165 -0.420
O 6.91392 -3.08256 -2.95662 -0.381
C 5.87229 -2.54937 -3.60936 0.877
C 5.89508 -2.48932 -5.11375 -1.093
O 4.97266 -2.06193 -2.98089 -0.635
H 8.64843 -2.29701 -4.92556 0.273
H 9.83283 -3.56559 -4.58026 0.362
H 9.44676 -2.33354 -3.36456 0.305
H 7.51656 -4.51937 -4.34392 0.368
H 8.35563 -4.48964 -2.81192 0.335
H 6.30266 -1.52769 -5.42394 0.258
H 4.87186 -2.57559 -5.47399 0.332
H 6.46078 -3.29312 -5.57949 0.331


2.
73
Properties=species:S:1:pos:R:3:mulliken_charge:R:1 method="wB97M-V/def2-TZVPD" energy_ha=-2870.1132 total_charge=+3
Al 0.16734 0.96572 0.28768 -0.789
P 0.72195 1.93724 2.37789 1.488
P 2.29742 -0.20840 -0.66437 1.132
P -0.10633 -3.88713 1.69863 1.006
H -4.48601 -0.98049 1.93853 0.327
C -3.47268 -1.39289 1.94385 -0.466
C -2.50566 -0.80325 2.66566 -0.418
H -2.44396 0.27342 2.78977 0.150
C 0.67554 3.74977 2.42881 -1.103
C 2.44789 1.38569 2.58282 -1.233
C -0.16376 1.31760 3.83204 -1.219
C 2.08273 -1.07700 -2.27266 -0.980
C 3.39637 1.14921 -1.16862 -1.325
C 3.54360 -1.27896 0.18107 -1.341
C -1.17208 -5.11807 2.41147 -1.176
C 1.42993 -3.59148 2.55729 -0.944
C 0.17177 -3.96944 -0.05545 -0.759
H -3.36683 -2.40256 1.53559 0.124
H -1.86675 -1.41431 3.31779 0.330
H -0.35943 4.07380 2.59389 0.397
H 1.02666 4.18340 1.48504 0.226
H 1.30430 4.12015 3.24671 0.473
H 3.04653 1.62438 1.68761 0.225
H 2.45619 0.29459 2.73871 0.163
H 2.86578 1.89260 3.46275 0.661
H -1.18888 1.71068 3.84112 0.425
H 0.35818 1.63373 4.74279 0.529
H -0.21474 0.22284 3.80174 0.169
H 2.99612 -0.96031 -2.87520 0.495
H 1.23606 -0.65121 -2.82563 0.046
H 1.89181 -2.14424 -2.09643 0.384
H 4.32848 0.73855 -1.57158 0.586
H 3.62965 1.78688 -0.31013 0.384
H 2.89815 1.73273 -1.94503 0.050
H 4.47702 -1.22986 -0.40051 0.508
H 3.21477 -2.32549 0.23578 0.330
H 3.74694 -0.91126 1.19688 0.396
H -0.83013 -6.15275 2.33996 0.424
H -2.15333 -5.04117 1.92796 0.380
H -1.29123 -4.87612 3.47375 0.397
H 1.83379 -4.54705 2.91960 0.427
H 1.21440 -2.93289 3.41303 0.397
H 2.17146 -3.10115 1.91172 0.117
H -0.02147 -4.97898 -0.42469 0.570
H 1.19959 -3.67761 -0.31120 0.175
H -0.50563 -3.28320 -0.59112 0.080
C -2.13671 -0.57820 -1.24724 0.437
C -1.94788 -1.38399 -2.37646 -0.502
C -2.85533 -1.29978 -3.42572 -0.865
C -3.84465 -0.31378 -3.40297 -0.522
C -3.89618 0.62374 -2.37040 -0.850
C -3.01578 0.51187 -1.30466 -0.366
S -1.14765 -0.94371 0.17440 0.324
H -0.87283 -2.73435 1.99535 -0.250
H -1.07139 -2.01501 -2.42298 0.323
H -2.74725 -1.98089 -4.26905 0.446
H -4.52303 -0.24914 -4.24815 0.429
H -4.57006 1.47553 -2.39030 0.510
H -2.94442 1.27432 -0.53566 0.563
C 0.02085 1.89748 -3.51759 -0.982
P -0.13932 3.03744 -2.12667 1.415
C -1.50769 4.14087 -2.39368 -1.349
C 1.33944 3.95267 -1.69510 -1.199
O -0.51891 2.17315 -0.87095 -0.158
H 1.06213 1.56764 -3.66691 0.373
H -0.63664 1.02338 -3.36633 0.114
H -0.29069 2.41691 -4.43734 0.524
H -1.15896 5.14311 -2.67674 0.507
H -2.12038 3.75805 -3.22362 0.423
H -2.08987 4.20221 -1.46452 0.351
H 1.42674 3.94707 -0.60139 0.180
H 2.21834 3.50183 -2.16571 0.431
H 1.28658 4.99586 -2.02494 0.476


3.
74
Properties=species:S:1:pos:R:3:lowdin_spin:R:1 method="wB97M-V/def2-TZVPD" s2=0.75 energy_ha=-2122.4010 spin_multiplicity=2 total_charge=0
C -0.91877 -6.07442 -1.00808 0.000
C -0.56514 -5.38366 -2.41773 0.000
C -1.66265 -5.64492 -3.53851 0.000
C -2.72828 -4.47109 -3.74176 0.000
C -3.07108 -3.63111 -2.44062 0.000
C -3.89833 -2.28790 -2.80639 0.000
C -2.98663 -0.99396 -2.94344 0.000
C -1.70310 -1.16577 -3.87817 0.000
C -0.39214 -1.64656 -3.11365 0.000
C 0.82375 -0.60928 -3.16834 0.000
Si 2.13269 -1.26793 -1.90599 0.000
O 2.43088 -0.14335 -0.61224 0.000
Si 1.25246 -0.51144 0.63920 0.000
S 3.99423 -1.83471 -2.90754 0.000
C 3.56961 -3.15963 -4.13606 0.000
O 4.92809 -2.43997 -1.86560 0.000
O 4.68403 -0.65240 -3.55680 0.000
H -1.56049 -7.00047 -1.16174 0.000
H -1.46368 -5.28879 -0.38913 0.000
H 0.01219 -6.33802 -0.41306 0.000
H -0.34837 -4.29627 -2.20830 0.000
H 0.42548 -5.83804 -2.76356 0.000
H -2.17121 -6.63150 -3.33216 0.000
H -1.09846 -5.73889 -4.52750 0.000
H -2.39702 -3.85826 -4.62954 0.000
H -3.70319 -4.97701 -4.05966 0.000
H -3.75493 -4.25068 -1.78330 0.000
H -2.17652 -3.28342 -1.84831 0.000
H -4.56762 -2.11344 -1.89604 0.000
H -4.56602 -2.45232 -3.70359 0.000
H -3.60748 -0.16034 -3.41784 0.000
H -2.61521 -0.58423 -1.94976 0.000
H -1.46774 -0.12030 -4.27938 0.000
H -1.91199 -1.78614 -4.81209 0.000
H -0.59660 -1.84491 -2.00588 0.000
H -0.00389 -2.62043 -3.56519 0.000
H 0.48778 0.43462 -2.88158 0.000
H 1.27597 -0.65148 -4.21301 0.000
H 1.62718 -2.52175 -1.30034 0.000
H 1.68673 0.11245 1.89748 0.000
H -0.01515 0.07461 0.20359 0.000
H 1.12109 -1.95692 0.84049 0.000
H 3.05130 -4.03514 -3.62961 0.000
H 4.47553 -3.52070 -4.70545 0.000
H 2.81233 -2.70709 -4.86118 0.000
C -0.28382 5.45959 5.66955 0.002
C -0.05446 4.03202 5.09769 0.024
C 1.41233 3.57668 5.29752 0.014
C 2.40528 4.13421 4.28706 0.001
C 1.89991 3.90715 2.86887 0.013
C 0.49342 4.49331 2.65109 0.024
N -0.49181 4.00246 3.66890 0.329
O -0.80479 2.72173 3.36082 0.586
C 0.59702 6.03708 2.67664 0.001
C 0.03643 4.18590 1.20633 -0.001
C -0.91437 3.12351 6.01528 -0.001
H -0.47008 6.21465 4.90841 0.001
H -1.17399 5.49934 6.30451 0.000
H 0.56272 5.79829 6.27187 0.000
H 1.46089 2.48266 5.23718 0.002
H 1.74751 3.83403 6.30753 0.001
H 2.58797 5.19643 4.47538 0.000
H 3.37059 3.63421 4.41248 0.001
H 2.60689 4.35125 2.16070 0.001
H 1.89731 2.83074 2.65858 0.003
H -0.38881 6.49953 2.57421 0.001
H 1.21170 6.39410 1.84547 0.000
H 1.06781 6.42858 3.57834 0.000
H 0.04221 3.11834 0.97891 -0.001
H 0.70212 4.65854 0.47884 0.000
H -0.97090 4.56896 1.02236 0.000
H -1.98154 3.32856 5.89181 0.000
H -0.65980 3.30068 7.06433 0.000
H -0.74739 2.06042 5.82667 0.000